Entry 1:
{
  "formula": "C41H49BClN3O17P2S",
  "method": "ωB97M-V/def2-TZVPD",
  "elements": ["C", "C", "O", "O", "C", "O", "C", "C", "C", "C", "C", "C", "P", "O", "Cl", "C", "C", "C", "O", "O", "C", "O", "C", "C", "C", "C", "C", "C", "C", "C", "C", "C", "S", "C", "N", "N", "C", "O", "C", "P", "O", "C", "B", "N", "O", "C", "C", "O", "H", "H", "H", "H", "H", "H", "H", "H", "H", "H", "H", "H", "H", "H", "H", "H", "H", "H", "H", "H", "H", "H", "H", "H", "H", "H", "H", "H", "H", "H", "H", "O", "C", "O", "C", "C", "C", "H", "H", "H", "H", "H", "H", "O", "C", "O", "C", "C", "C", "H", "H", "H", "H", "H", "H", "O", "C", "O", "C", "C", "C", "H", "H", "H", "H", "H", "H"],
  "positions_angstrom": [[-3.228, 1.050, 5.763], [-2.148, 1.555, 4.845], [-1.599, 2.618, 4.973], [-1.717, 0.719, 3.803], [-1.810, 1.310, 2.540], [-0.843, 1.379, 1.841], [-3.195, 1.818, 2.156], [-3.754, 1.025, 0.967], [-4.013, 1.781, -0.163], [-4.468, 1.145, -1.292], [-4.678, -0.219, -1.273], [-4.452, -1.004, -0.148], [-4.719, -2.833, -0.165], [-4.207, -3.338, -1.660], [-6.794, -3.032, -0.098], [-3.969, -0.348, 0.995], [-3.650, -1.195, 2.215], [-4.700, -1.000, 3.324], [-5.677, -0.322, 3.142], [-4.445, -1.618, 4.495], [-5.116, -0.803, -2.613], [-6.037, -1.567, -2.767], [-4.244, -0.274, -3.734], [-3.663, -1.116, -4.641], [-2.813, -0.554, -5.595], [-2.110, -1.521, -6.535], [-0.655, -1.678, -5.994], [-0.588, -2.484, -4.690], [0.906, -2.684, -4.292], [1.198, -2.303, -2.818], [1.781, -0.875, -2.665], [2.816, -0.825, -1.524], [3.339, 0.877, -1.108], [4.547, 1.309, -2.286], [4.325, 2.029, -3.329], [5.481, 2.175, -4.034], [6.377, 1.532, -3.359], [5.876, 0.973, -2.271], [-2.621, 0.818, -5.625], [-1.497, 1.588, -6.834], [-0.129, 1.640, -6.252], [-3.234, 1.687, -4.704], [-3.028, 3.275, -4.673], [-3.998, 4.103, -5.366], [-2.013, 3.890, -3.996], [-4.039, 1.100, -3.745], [-4.710, 1.852, -2.616], [-5.332, 2.876, -2.740], [-3.460, 1.858, 6.457], [-4.112, 0.827, 5.160], [-2.907, 0.157, 6.298], [-3.039, 2.850, 1.836], [-3.908, 1.750, 2.982], [-3.832, 2.851, -0.194], [-5.022, -3.540, -2.149], [-2.658, -0.965, 2.615], [-3.638, -2.264, 1.976], [-3.543, -1.977, 4.482], [-3.846, -2.184, -4.598], [-2.572, -2.506, -6.419], [-2.122, -1.200, -7.577], [-0.183, -0.701, -5.838], [-0.046, -2.203, -6.742], [-1.008, -3.486, -4.854], [-1.147, -2.026, -3.868], [1.266, -3.688, -4.529], [1.493, -1.993, -4.910], [0.326, -2.434, -2.169], [1.991, -2.981, -2.466], [2.300, -0.567, -3.577], [0.988, -0.159, -2.424], [3.712, -1.381, -1.818], [2.405, -1.253, -0.606], [7.401, 1.484, -3.696], [-1.528, 0.823, -8.021], [-1.910, 2.916, -7.078], [-4.772, 3.538, -5.694], [-3.603, 4.603, -6.155], [-1.510, 3.189, -3.560], [7.320, -2.907, -0.974], [8.291, -2.212, -0.993], [9.345, -2.382, -0.157], [10.302, -1.328, -0.351], [10.033, -0.797, -1.750], [8.529, -1.011, -1.887], [10.144, -0.570, 0.419], [11.307, -1.730, -0.246], [10.349, 0.237, -1.886], [10.559, -1.407, -2.487], [7.959, -0.167, -1.499], [8.238, -1.227, -2.912], [-1.773, -2.486, 5.783], [-1.370, -2.183, 6.871], [-1.971, -1.242, 7.635], [-1.206, -1.015, 8.834], [-0.381, -2.279, 9.018], [-0.143, -2.720, 7.575], [-0.584, -0.130, 8.686], [-1.883, -0.834, 9.666], [0.531, -2.116, 9.588], [-0.972, -3.034, 9.539], [0.743, -2.252, 7.144], [-0.084, -3.800, 7.480], [4.648, 3.970, 5.713], [3.571, 3.533, 5.437], [2.494, 3.641, 6.254], [1.378, 2.924, 5.694], [1.673, 2.823, 4.207], [3.197, 2.756, 4.189], [1.321, 1.942, 6.174], [0.460, 3.467, 5.895], [1.186, 1.976, 3.728], [1.339, 3.731, 3.702], [3.563, 1.733, 4.289], [3.618, 3.223, 3.303]],
  "e_lumo_ha": -0.0315,
  "gap_ev": 8.3,
  "e_tot_ev": -125205.13592,
  "smiles": "CC(=O)OC(=O)Cc1cc2c(c(P(O)Cl)c1CC(=O)O)C(=O)c1cc(CCCCCCCSc3nnco3)c([PH2]=O)c(B(N)O)c1C2=O.O=C1CCCO1.O=C1CCCO1.O=C1CCCO1",
  "largest_force_ev_per_a": 2.04
}

---

Entry 2:
{
  "formula": "B2CsF8",
  "method": "ωB97M-V/def2-TZVPD",
  "elements": ["Cs", "B", "F", "F", "F", "F", "B", "F", "F", "F", "F"],
  "positions_angstrom": [[-0.321, 0.769, -1.026], [-2.126, -1.245, 0.164], [-3.045, -0.197, 0.353], [-2.528, -2.023, -0.907], [-0.849, -0.813, -0.040], [-2.079, -2.088, 1.212], [2.212, 1.130, 0.064], [3.162, 2.095, -0.099], [2.354, 0.390, 1.186], [0.991, 1.706, 0.102], [2.229, 0.276, -1.009]],
  "e_lumo_ha": 0.0857,
  "gap_ev": 9.4,
  "e_above_lowest_ev": 7.494,
  "e_tot_ev": -23650.57921,
  "charge": -1,
  "largest_force_ev_per_a": 16.29
}

---

Entry 3:
{
  "formula": "C6H11IN2Si",
  "method": "ωB97M-V/def2-TZVPD",
  "elements": ["C", "C", "C", "C", "C", "C", "N", "N", "Si", "I", "H", "H", "H", "H", "H", "H", "H", "H", "H", "H", "H"],
  "positions_angstrom": [[-2.234, -0.002, -2.578], [-0.973, 0.378, -2.292], [-0.992, 0.170, -0.547], [-0.162, -0.482, 2.346], [1.422, 1.662, 0.791], [1.747, -1.225, -0.125], [-2.940, -0.407, -1.535], [-2.176, -0.333, -0.488], [0.426, 0.136, 0.579], [0.682, 1.075, -3.344], [-2.650, -0.098, -3.539], [-0.485, -1.549, 2.452], [0.820, -0.629, 2.938], [-0.747, 0.142, 3.032], [1.689, 1.870, -0.186], [0.976, 2.425, 1.413], [2.359, 1.534, 1.333], [2.534, -0.673, -0.633], [2.165, -1.669, 0.820], [1.312, -1.935, -0.768], [-2.775, -0.389, 0.335]],
  "e_lumo_ha": 0.0172,
  "gap_ev": 8.7,
  "e_above_lowest_ev": 1.821,
  "e_tot_ev": -25356.82309,
  "smiles": "C[Si](C)(C)c1[nH]ncc1I",
  "largest_force_ev_per_a": 6.89
}

---

Entry 4:
{
  "formula": "C2H5N3O",
  "method": "ωB97M-V/def2-TZVPD",
  "elements": ["C", "C", "H", "H", "H", "H", "H", "N", "N", "N", "O"],
  "positions_angstrom": [[0.892, 0.238, 0.032], [-2.224, 0.418, 0.061], [2.739, 0.462, 0.070], [2.707, -1.361, -0.240], [0.067, -1.589, -0.054], [-2.043, 1.428, 0.288], [-3.395, 0.499, -0.343], [2.078, -0.197, -0.057], [-0.090, -0.711, 0.370], [-1.388, -0.650, -0.155], [0.658, 1.462, 0.027]],
  "e_lumo_ha": 0.0038,
  "gap_ev": 9.7,
  "e_above_lowest_ev": 4.851,
  "e_tot_ev": -8668.79134,
  "largest_force_ev_per_a": 10.42
}

---

Entry 5:
{
  "formula": "C15H25BrF3IN4O4S",
  "method": "ωB97M-V/def2-TZVPD",
  "elements": ["C", "C", "C", "C", "O", "N", "C", "N", "C", "C", "C", "S", "C", "C", "O", "I", "N", "C", "N", "Br", "H", "H", "H", "H", "H", "H", "H", "H", "H", "H", "H", "H", "H", "H", "H", "H", "H", "H", "H", "C", "C", "O", "C", "O", "C", "F", "F", "F", "H", "H", "H", "H", "H", "H"],
  "positions_angstrom": [[2.808, -0.602, -1.209], [1.835, 0.392, -2.015], [1.389, 1.674, -1.113], [-0.230, 1.678, -1.168], [-0.654, 0.476, -0.448], [-1.847, 0.619, 0.137], [-3.154, 0.084, -0.143], [-3.476, -0.715, -1.161], [-2.552, -1.215, -2.223], [-2.373, -0.047, -3.312], [-3.605, 0.051, -4.373], [-3.990, 1.878, -4.588], [-4.905, -1.192, -1.230], [-5.949, -0.011, -1.463], [-5.680, 1.154, -1.777], [-8.076, -0.501, -1.146], [-4.019, 0.602, 0.915], [-3.291, 1.450, 1.814], [-1.973, 1.375, 1.272], [-0.697, 2.332, 2.240], [3.498, -1.159, -1.942], [2.151, -1.423, -0.742], [3.454, -0.083, -0.432], [0.934, -0.225, -2.362], [2.379, 0.738, -2.965], [1.811, 2.639, -1.576], [1.789, 1.524, -0.058], [-0.673, 2.629, -0.690], [-0.499, 1.696, -2.272], [-2.928, -2.168, -2.741], [-1.564, -1.524, -1.717], [-2.410, 0.942, -2.725], [-1.399, -0.195, -3.878], [-4.489, -0.542, -3.974], [-3.232, -0.289, -5.395], [-4.021, 2.489, -3.346], [-4.996, -1.886, -2.145], [-5.158, -1.862, -0.330], [-3.705, 2.008, 2.705], [3.556, -0.635, 5.221], [3.388, -0.045, 3.831], [4.611, 0.266, 3.192], [5.355, -0.804, 2.532], [4.589, -1.476, 1.700], [6.142, -1.725, 3.534], [6.660, -1.001, 4.566], [7.208, -2.309, 2.935], [5.421, -2.719, 4.093], [4.366, -0.144, 5.765], [2.629, -0.532, 5.793], [3.781, -1.700, 5.173], [2.874, 0.917, 3.947], [2.733, -0.664, 3.209], [6.181, -0.223, 2.083]],
  "e_lumo_ha": -0.0876,
  "gap_ev": 3.1,
  "e_tot_ev": -127230.60968,
  "largest_force_ev_per_a": 8.02
}